This record from the OMol25 dataset describes 10 unconnected molecules or ions with the total composition C32H89N5O15 at a distorted geometry. The level of theory is ωB97M-V/def2-TZVPD.

LUMO energy: 0.3 eV
charge: 0
HOMO level: -8.605 eV

Geometry as XYZ:
```
141
Properties=species:S:1:pos:R:3:forces:R:3:lowdin_charge:R:1
C -1.823062 -1.955364 -7.674261 1.32 1.19 -0.17 -0.102
O -2.654796 -0.830427 -7.551075 -0.78 0.42 0.28 -0.204
C -2.171325 0.290292 -6.792538 0.14 -1.76 -0.23 -0.172
C -2.770196 0.266578 -5.366506 0.83 -0.07 -0.11 -0.192
N -2.642410 1.572812 -4.795361 1.34 0.21 -0.16 -0.076
C -1.489662 1.841527 -3.952433 -0.27 0.12 0.51 -0.179
C -0.173528 2.130117 -4.696848 -1.59 0.33 -0.58 -0.221
O 0.650955 2.906926 -3.900421 0.60 0.21 1.14 -0.223
C 1.997524 2.904556 -4.309555 0.27 -0.87 0.11 -0.080
H -2.432106 -2.818493 -7.869628 -0.25 -0.37 -0.17 0.084
H -1.232390 -2.109276 -6.762136 -0.07 -0.18 0.02 0.079
H -1.117236 -1.733282 -8.510668 -0.36 -0.64 0.53 0.070
H -2.579762 1.152293 -7.287693 -0.01 0.53 -0.15 0.113
H -1.053940 0.302102 -6.867583 -0.73 0.20 0.46 0.122
H -2.306691 -0.468796 -4.678258 -0.02 -0.09 -0.52 0.112
H -3.824850 0.024475 -5.424596 -0.17 -0.19 -0.33 0.120
H -3.491856 1.929554 -4.444843 -0.65 0.36 0.56 0.095
H -1.318094 1.053550 -3.178494 -0.12 0.29 -0.31 0.119
H -1.757279 2.774602 -3.449969 0.30 -0.10 0.20 0.100
H -0.480395 2.731454 -5.557932 0.18 -0.29 -0.47 0.137
H 0.369347 1.242610 -4.971002 -0.04 -0.63 -0.44 0.089
H 2.328734 1.873644 -4.645602 -0.31 1.01 0.46 0.092
H 2.558748 3.224304 -3.437681 0.32 -0.07 -0.02 0.089
H 2.177682 3.606282 -5.115565 -0.03 0.17 -0.35 0.089
C 0.665146 -1.909747 -4.253289 -0.51 0.91 -1.00 -0.069
O 1.025618 -1.135224 -5.400324 -0.35 0.54 -0.08 -0.235
C 2.399779 -1.156092 -5.776016 0.04 0.27 0.44 -0.213
C 2.579059 -0.343640 -7.041241 1.16 -0.78 0.47 -0.218
N 1.792256 -1.020026 -7.994778 0.57 -0.27 0.15 -0.074
C 1.940936 -0.554954 -9.300283 -1.01 0.79 -2.30 -0.230
C 1.280396 -1.515016 -10.295720 -0.52 -0.71 -0.18 -0.212
O -0.097043 -1.181028 -10.359565 -0.23 0.49 0.85 -0.250
C -0.891103 -2.114851 -11.049064 0.86 -0.54 0.52 -0.118
H 0.376300 -2.904280 -4.550802 0.05 -0.57 -0.06 0.084
H -0.197961 -1.429660 -3.779852 0.13 0.00 -0.15 0.075
H 1.462840 -1.916875 -3.558807 0.89 -0.21 0.89 0.074
H 2.661862 -2.171188 -5.989759 0.51 -0.78 -0.03 0.118
H 3.008818 -0.747682 -4.982265 0.29 0.03 0.54 0.114
H 3.619720 -0.374995 -7.483966 -0.66 0.02 1.12 0.144
H 2.375918 0.699124 -6.798366 -0.45 0.48 -0.33 0.106
H 0.883416 -1.219589 -7.657501 -1.06 0.04 -0.08 0.082
H 2.990933 -0.483479 -9.589362 0.23 -0.08 0.33 0.115
H 1.515194 0.493948 -9.462055 0.32 -1.04 -0.06 0.146
H 1.363331 -2.606611 -9.964829 0.21 1.29 -0.20 0.141
H 1.703099 -1.439436 -11.317230 0.06 0.04 0.36 0.121
H -1.933469 -1.806901 -11.024376 0.06 0.09 0.11 0.091
H -0.774971 -3.138002 -10.579358 -0.19 0.82 -0.67 0.105
H -0.502483 -2.068843 -12.055042 -0.30 -0.73 -0.76 0.079
C -1.767272 -5.027800 9.258481 0.55 2.08 1.10 -0.106
O -0.444415 -4.850302 8.689911 -2.22 0.13 -0.41 -0.192
C -0.557929 -5.192747 7.302259 2.50 -0.50 0.27 -0.225
C 0.826629 -4.933006 6.672093 0.75 0.34 1.29 -0.221
N 1.183853 -3.523269 6.698354 0.68 1.17 0.38 -0.068
C 2.616532 -3.157224 6.340418 -1.18 -0.97 1.17 -0.170
C 2.746349 -3.166894 4.853134 -0.44 -0.16 -0.37 -0.287
O 4.068399 -2.894954 4.540806 1.18 0.22 -1.54 -0.205
C 4.390872 -2.918665 3.121855 -0.42 -1.44 0.96 -0.070
H -2.127439 -6.027209 9.201190 0.02 -1.08 -0.01 0.068
H -2.571316 -4.382225 8.838776 0.76 -0.16 -0.42 0.091
H -1.716283 -4.672010 10.308472 0.18 -0.60 -0.48 0.093
H -1.379666 -4.702746 6.809378 -0.35 0.33 -0.17 0.115
H -0.622384 -6.274776 7.277733 -0.72 -0.40 -0.34 0.115
H 0.901585 -5.250277 5.642993 -0.24 -0.55 -0.23 0.100
H 1.547706 -5.532276 7.317662 -0.57 0.30 -0.80 0.134
H 0.933363 -3.149831 7.619153 0.34 -0.16 -0.47 0.102
H 3.351111 -3.879851 6.804696 -0.57 0.64 -0.43 0.132
H 2.856049 -2.144987 6.686654 -0.25 -0.24 0.24 0.117
H 2.059362 -2.466515 4.374726 -0.07 0.22 0.11 0.108
H 2.470161 -4.144537 4.490366 -0.14 -0.69 -0.37 0.108
H 5.449095 -2.709844 3.108694 0.30 -0.11 -0.30 0.080
H 3.867134 -2.177890 2.546695 -0.47 0.65 -0.06 0.066
H 4.147945 -3.916172 2.622687 0.41 0.99 0.87 0.109
C -3.290034 2.298564 0.585227 -1.31 -0.23 0.69 -0.126
O -4.713174 2.072685 0.680378 -0.12 1.99 -0.16 -0.194
C -5.466426 3.337202 0.411514 0.85 -1.45 0.46 -0.179
C -6.957416 3.107573 0.475493 -0.06 -1.19 -0.72 -0.246
N -7.455920 2.709629 1.759755 -0.06 0.93 -0.05 -0.064
C -8.873582 2.956167 1.958250 0.11 -0.06 1.01 -0.217
C -9.371019 2.141152 3.145617 0.04 0.48 0.54 -0.226
O -10.748319 2.330292 3.454891 0.27 -0.50 -0.37 -0.201
C -11.101135 3.614294 3.906983 1.29 -0.02 1.46 -0.122
H -2.942436 3.154596 1.163022 -0.25 0.39 -0.04 0.093
H -2.974239 2.385562 -0.440123 0.11 0.13 -0.59 0.070
H -2.795976 1.457285 1.038031 -0.22 -0.43 0.05 0.056
H -5.237104 3.640759 -0.612621 0.23 0.25 0.04 0.114
H -5.172514 4.116323 1.151494 -0.03 -0.52 -0.46 0.131
H -7.312250 2.441302 -0.380693 0.52 0.46 0.83 0.141
H -7.394771 4.053624 0.279599 -0.43 1.14 -0.40 0.103
H -7.112207 1.820479 2.026038 -0.02 -0.98 0.27 0.101
H -9.500663 2.756410 1.091362 -0.06 -0.05 -0.32 0.124
H -9.004369 4.000216 2.283649 0.07 -0.04 -0.60 0.112
H -8.709790 2.398084 3.998864 -0.42 0.03 -0.03 0.129
H -9.245134 1.083072 2.988797 -0.08 -0.48 -0.26 0.117
H -12.147158 3.573679 4.239235 0.30 0.15 -0.40 0.089
H -10.901704 4.358405 3.123854 -0.39 0.10 0.38 0.076
H -10.460184 3.839182 4.840778 -0.85 0.08 -1.25 0.112
C 9.555048 2.072947 7.039489 -0.64 0.25 0.90 -0.129
O 8.234352 1.872540 6.561993 -0.04 -0.10 -0.09 -0.233
C 7.873651 0.475751 6.323790 1.08 2.11 0.56 -0.186
C 6.387403 0.460346 6.081262 -0.24 -0.35 0.57 -0.235
N 5.905619 1.077480 4.868481 1.02 1.48 -0.59 -0.054
C 4.549049 0.736206 4.561033 -0.90 -0.16 0.14 -0.238
C 3.970807 1.279741 3.264846 -0.46 -0.21 0.68 -0.202
O 3.625044 2.670640 3.440611 -0.12 -1.52 -0.78 -0.162
C 3.059119 3.164267 2.257774 0.66 2.49 0.14 -0.137
H 9.668029 1.522972 8.020061 0.29 0.46 -0.94 0.097
H 9.735748 3.161295 7.207431 -0.51 -0.77 0.01 0.092
H 10.288429 1.787332 6.299528 0.40 -0.55 -0.15 0.072
H 8.195454 -0.062216 7.256815 -0.54 -0.08 -0.94 0.130
H 8.442190 0.166248 5.433400 -0.20 -0.38 0.27 0.125
H 5.848342 0.864939 6.943407 0.21 0.09 0.38 0.124
H 6.148122 -0.590030 6.076595 -0.46 -0.61 -0.31 0.112
H 6.036621 2.107629 4.899425 -0.09 -1.06 0.08 0.137
H 3.811648 0.983543 5.374380 0.45 -0.06 -0.36 0.137
H 4.521094 -0.339695 4.443455 -0.09 -0.45 0.14 0.093
H 3.066891 0.628538 3.062806 0.52 0.92 0.02 0.116
H 4.651663 1.129727 2.417125 0.06 0.25 0.10 0.129
H 2.843730 4.223507 2.422082 -0.12 0.02 0.37 0.092
H 2.133220 2.771566 1.909156 -0.79 -1.13 0.09 0.051
H 3.748204 3.245170 1.424062 0.48 -0.69 -0.28 0.089
O 0.708500 -0.939450 2.927005 -0.09 0.04 0.00 -0.089
H 0.948858 -0.275807 3.584204 -0.07 -0.05 -0.44 0.060
H 0.968436 -0.683202 1.998144 0.34 0.56 0.77 0.014
O -0.833588 4.951358 -2.513654 0.78 -0.12 -0.19 -0.061
H -0.220595 4.200959 -2.653883 -0.34 0.42 -0.17 0.014
H -1.570629 4.589509 -2.035714 -0.45 -0.19 0.37 0.004
O -0.377956 -2.462950 -0.315483 -0.92 -0.19 -1.35 -0.069
H -0.224297 -3.108905 0.389698 0.19 -0.07 0.58 -0.004
H -1.255770 -2.726211 -0.642450 0.43 0.47 0.02 0.073
O -0.079832 -3.240875 1.998884 -0.09 -0.13 0.66 -0.064
H -0.062533 -2.335330 2.397009 0.15 -0.68 0.18 0.024
H -0.473832 -3.822900 2.650670 0.02 -0.02 0.13 0.063
C -0.335324 1.438847 0.444594 0.11 1.70 0.67 -0.103
C 0.912551 0.826034 -0.124849 -0.03 0.67 -0.01 -0.300
O 1.196136 -0.455925 0.392439 -1.07 -1.24 0.06 -0.124
H -1.229822 0.838915 0.355700 0.18 -0.35 -0.17 0.052
H -0.531386 2.435031 -0.037998 0.14 -0.90 0.15 0.093
H -0.169135 1.703381 1.504635 -0.28 -0.37 -0.20 0.084
H 1.763470 1.446467 0.197706 -0.15 -0.17 -0.46 0.102
H 0.807782 0.898421 -1.219526 0.45 -0.63 0.10 0.110
H 0.406625 -1.105327 0.321788 1.22 1.23 -0.89 0.073
```
Positions in Å, forces in eV/Å.